Record 1
47
Properties=species:S:1:pos:R:3:mulliken_charge:R:1 method="wB97M-V/def2-TZVPD" homo_lumo_gap_ev=6.25 relative_energy_kj_mol=225.8
Tl 11.40044 11.73944 4.10480 0.597
N 6.71248 11.53878 3.11048 -0.368
C 8.01262 11.83859 3.05519 0.519
S 9.12816 10.56851 2.68068 -0.523
N 8.24178 13.14490 3.20112 -1.281
N 9.53119 13.43494 3.12550 0.654
C 9.90615 14.65094 3.00001 -0.788
C 11.34310 14.99220 2.83844 0.999
C 11.77211 16.38887 3.02663 -0.783
C 13.07156 16.74019 2.96278 -0.786
C 14.07914 15.76486 2.54090 0.236
C 13.56592 14.32512 2.47285 -0.379
N 12.15178 14.03936 2.63431 -0.530
H 6.46085 10.55590 3.11007 0.200
H 6.04913 12.31793 3.24790 0.264
H 9.20624 15.50668 2.95999 0.295
H 11.05291 17.14787 3.37273 0.299
H 13.39321 17.74675 3.22892 0.455
H 14.57299 16.09297 1.64588 0.489
H 13.90883 13.75139 1.62681 0.531
O 18.60075 16.86163 3.06857 -0.513
C 17.25214 16.74519 3.30040 0.416
O 16.62859 17.74671 3.54264 -0.535
C 16.60720 15.42606 3.25087 0.342
C 15.15849 15.33153 3.60858 0.207
C 14.51421 13.90274 3.63549 0.272
C 15.35364 12.75372 3.32639 -0.617
C 16.66074 12.97863 3.01605 -0.811
C 17.26814 14.26240 2.98435 -0.782
N 14.67897 11.54748 3.18934 -0.042
C 15.22812 10.42918 3.46211 -0.271
C 14.51425 9.15191 3.24336 0.351
C 15.26040 7.96195 3.11967 -0.820
C 14.59001 6.79960 2.90025 -0.298
C 13.19983 6.84703 2.81834 -0.627
C 12.53806 8.05575 2.93356 -0.083
N 13.19146 9.19684 3.08224 -0.117
H 19.01054 15.99505 2.92205 0.271
H 15.00359 15.93517 4.55707 0.479
H 13.92933 13.74463 4.53040 0.559
H 17.19908 12.05851 2.70806 0.357
H 18.34918 14.32175 2.78867 0.133
H 16.28237 10.37752 3.68333 0.502
H 16.29734 7.99600 3.23907 0.412
H 15.14019 5.88286 2.87396 0.441
H 12.60748 5.89438 2.72870 0.292
H 11.46828 8.16825 2.88156 0.381

---

Record 2
50
Properties=species:S:1:pos:R:3:mulliken_charge:R:1 method="wB97M-V/def2-TZVPD" homo_lumo_gap_ev=7.27 relative_energy_kj_mol=0.0
Tl 1.88968 2.43803 -0.67952 0.824
Se 0.99365 -5.75031 -0.30243 0.207
N 0.09901 -4.48856 -1.19225 -0.858
C 0.86085 -3.43112 -1.22185 0.818
C 0.47521 -2.17421 -1.85568 1.374
C -0.76981 -2.00517 -2.45875 -0.825
C -1.08280 -0.78045 -3.00640 -0.521
C -0.14006 0.24316 -2.91683 -0.491
N 1.04544 0.09321 -2.35279 -0.392
C 1.36490 -1.09594 -1.83445 -0.257
C 2.69680 -1.22719 -1.19244 -0.264
N 3.50088 -0.15793 -1.22558 -0.415
C 4.67090 -0.23327 -0.61832 -0.467
C 5.12530 -1.37220 0.04551 -0.567
C 4.30969 -2.48139 0.06858 -0.847
C 3.06834 -2.41725 -0.56269 0.922
C 2.14727 -3.54984 -0.57239 0.755
N 2.41016 -4.70223 -0.02182 -0.866
H -1.46443 -2.83473 -2.47732 0.499
H -2.03631 -0.60472 -3.48614 0.477
H -0.36177 1.23138 -3.30538 0.334
H 5.28602 0.66013 -0.65467 0.422
H 6.09315 -1.37347 0.52721 0.416
H 4.60330 -3.39721 0.56451 0.489
O 0.47964 3.38936 1.28140 -0.560
N -0.76166 3.21885 1.31574 -0.433
N -1.27288 2.70200 0.25232 0.861
O -0.58162 2.33662 -0.80547 -0.740
C -2.67152 2.41129 0.27430 0.117
C -3.45985 2.69881 1.38763 -0.356
C -4.80199 2.35913 1.36919 -0.503
C -5.36560 1.73862 0.26023 -0.461
C -4.57174 1.46334 -0.84092 -0.623
C -3.22375 1.79714 -0.84146 -0.097
H -3.02043 3.18564 2.24483 0.482
H -5.41513 2.58495 2.23217 0.377
H -6.41551 1.47771 0.25680 0.383
H -5.00062 0.98583 -1.71280 0.371
H -2.58534 1.59596 -1.68811 0.344
C 1.26858 0.98278 3.63181 -0.801
N 0.18447 0.39795 2.86470 -0.195
C 0.33147 0.19805 1.53576 0.465
N -0.77863 -0.23411 0.84538 -0.237
O 1.42052 0.34641 0.97545 -0.464
H 0.95549 1.05195 4.67127 0.369
H 1.51431 1.97847 3.26155 0.244
H 2.15331 0.35162 3.57037 0.220
H -0.74177 0.41161 3.25157 0.226
H -1.68054 -0.06261 1.26546 0.328
H -0.74460 0.04389 -0.12729 -0.086

---

Record 3
43
Properties=species:S:1:pos:R:3:mulliken_charge:R:1 method="wB97M-V/def2-TZVPD" homo_lumo_gap_ev=6.98 relative_energy_kj_mol=187.7
O -0.56579 1.55327 2.29735 -0.590
O 0.04361 -2.37437 0.40536 -0.681
O 2.20533 1.78293 -0.97767 -0.581
O -0.08110 -0.69346 2.49220 -0.582
S -2.91247 -1.52226 1.99181 -0.062
C -0.90941 0.38773 2.23620 0.792
C -4.57679 -0.99557 1.93383 -0.488
C -4.69168 0.39458 1.94468 -0.379
C -3.35324 0.99752 1.92295 -0.454
C -2.32210 0.11280 2.03492 0.118
C 0.42061 -1.27892 -0.36507 -0.069
C 1.45131 0.64867 -0.96506 -0.174
C -0.79448 -1.38269 -3.95328 -0.535
C 0.05017 -1.01271 -1.64044 0.170
C -0.12259 -0.21061 -4.35952 -0.755
C 0.70043 0.20325 -2.04464 0.065
C 3.27477 0.07923 3.75828 -0.539
C 4.01596 0.27847 2.54501 -0.747
C 1.92148 -0.25649 3.70825 -0.583
C 3.32911 0.12444 1.32567 -0.304
C 1.25140 -0.37847 2.50240 0.592
C 1.93530 -0.19189 1.29030 0.064
N 1.31212 -0.27653 0.05374 0.364
C -0.90688 -1.80887 -2.48164 -0.521
C -0.17778 2.05417 -3.35499 -1.300
C 0.57918 0.73510 -3.41474 0.490
H 0.16216 -2.13826 1.33505 0.444
H 2.38005 1.95578 -0.04119 0.474
H -5.44705 -1.64182 1.96601 0.395
H -5.57061 1.03386 2.00650 0.392
H -3.24723 2.10736 1.92227 0.402
H -1.17943 -2.08406 -4.71022 0.353
H -0.16871 0.04621 -5.42525 0.375
H 3.76595 0.12378 4.72011 0.403
H 5.06764 0.44537 2.60866 0.434
H 1.38362 -0.41915 4.63809 0.449
H 3.91675 0.16879 0.40564 0.504
H -1.93938 -1.67399 -2.14240 0.258
H -0.64619 -2.88926 -2.37172 0.342
H 0.35347 2.76355 -2.71107 0.339
H -0.30315 2.49942 -4.33521 0.433
H -1.19274 1.86280 -2.94978 0.329
H 1.58838 0.87033 -3.80136 0.362

---

Record 4
53
Properties=species:S:1:pos:R:3:mulliken_charge:R:1 method="wB97M-V/def2-TZVPD" total_charge=-2 homo_lumo_gap_ev=6.24 relative_energy_kj_mol=631.0
Rh -0.06069 0.51655 -1.77597 0.428
S 3.42394 0.34133 0.02278 -0.444
C 3.11287 1.72612 -0.88201 0.733
S 1.81808 1.87033 -2.05778 -0.268
C 3.93566 2.87161 -0.80608 0.046
C 5.07175 2.91382 0.04624 0.001
N 5.99368 3.02321 0.73608 -0.654
C 3.70630 4.05950 -1.55142 0.046
N 3.57630 5.04586 -2.14230 -0.663
C -0.39159 -0.78805 4.27834 -0.656
N 0.58136 -0.16381 3.60021 0.275
C 1.47873 0.70564 4.38039 -1.118
C 0.85975 -0.22657 2.31197 0.143
O 0.22570 -0.15608 0.10386 -0.273
H -0.54607 -0.47109 5.29652 0.227
H -1.33692 -0.28625 2.17821 0.346
H -0.94807 -1.59094 3.83271 0.254
H 0.87822 1.42543 4.93370 0.376
H 2.15373 1.22027 3.70388 0.341
H 2.04704 0.08191 5.06680 0.383
H 1.67615 0.30541 1.84450 -0.452
N -1.95470 -1.86826 -1.83150 -0.330
C -2.97694 -2.39483 -1.14965 -0.285
C -3.66731 -1.33729 -0.59160 -0.703
C -3.00119 -0.11108 -0.94212 -0.646
N -1.96425 -0.49991 -1.71866 0.287
H -1.17790 -2.32652 -2.27873 0.188
H -3.12588 -3.46338 -1.12229 0.468
H -4.55718 -1.42310 0.01353 0.346
H -1.50870 -1.17204 0.53974 -0.046
O -1.91276 3.26754 0.33542 -0.655
C -1.95208 3.04027 -0.84387 0.167
C -2.94465 3.66156 -1.83952 -0.501
C -2.44750 3.24608 -3.22998 -0.651
C -1.39141 2.24525 -2.86251 0.907
O -0.75084 1.43176 -3.58018 -0.636
N -1.12870 2.20231 -1.57093 0.081
H -3.01082 4.73633 -1.68122 0.370
H -3.90973 3.20788 -1.61099 0.259
H -1.98926 4.06616 -3.78514 0.292
H -3.20482 2.78168 -3.86018 0.314
Cl 3.44487 -3.68702 -2.13489 -0.314
C 1.97816 -3.37191 -1.18269 -0.064
C 1.59383 -4.39944 -0.30360 -0.219
C 0.68835 -4.59286 0.71038 -0.588
C -0.12680 -3.70008 1.50178 -0.645
C -0.14784 -2.37062 1.55831 0.609
Cl -0.40600 -0.88871 1.26613 -0.007
C 1.33201 -2.23895 -1.62024 0.667
N 0.82102 -1.32967 -2.14121 -0.439
H 2.19117 -5.28865 -0.49541 0.252
H 0.66682 -5.61478 1.07611 0.194
H -0.71494 -4.23189 2.25513 0.255

---

Record 5
41
Properties=species:S:1:pos:R:3:mulliken_charge:R:1 method="wB97M-V/def2-TZVPD" total_charge=+1 homo_lumo_gap_ev=9.79
F 1.81752 2.32929 0.60424 -0.267
C 1.88732 2.07898 1.94092 0.832
C 2.45759 3.03976 2.75259 -0.773
C 2.53400 2.80328 4.11319 -0.408
C 2.04199 1.62245 4.64148 -0.637
C 1.47495 0.67493 3.80454 0.080
C 1.38449 0.87687 2.42324 -0.025
C 0.75439 -0.21281 1.59021 -0.904
N 0.75697 0.03313 0.13459 -0.147
H 1.72015 0.12870 -0.21056 0.519
H 0.27546 0.92124 -0.06021 0.536
C 0.04900 -1.02990 -0.65114 -0.475
C 0.31542 -0.88646 -2.13487 0.155
C 0.09082 -1.99941 -2.93811 -0.387
C 0.27306 -1.92616 -4.30633 -0.729
C 0.68482 -0.73843 -4.88799 -0.474
C 0.90902 0.37231 -4.09475 -0.921
C 0.72246 0.30511 -2.72302 -0.073
H 0.90467 1.19977 -2.14314 0.423
H 1.22860 1.30138 -4.54020 0.417
H 0.82916 -0.67836 -5.95483 0.410
H 0.09494 -2.79701 -4.91682 0.413
H -0.23404 -2.92419 -2.48548 0.411
C -1.43272 -0.93849 -0.35706 0.295
C -2.14624 0.18815 -0.75336 -0.110
C -3.49976 0.28186 -0.48582 -0.933
C -4.15005 -0.74854 0.17417 -0.401
C -3.44484 -1.87396 0.56540 -0.754
C -2.08851 -1.96870 0.30369 -0.080
H -1.54231 -2.84979 0.60771 0.443
H -3.94882 -2.68048 1.07403 0.416
H -5.20690 -0.67633 0.37603 0.415
H -4.04811 1.15602 -0.79959 0.414
H -1.65420 0.98376 -1.29608 0.366
H 0.43084 -1.99873 -0.31135 0.724
H 1.28388 -1.15042 1.78825 0.517
H -0.28507 -0.34892 1.90945 0.581
Cl 0.85874 -0.79303 4.47225 -0.183
H 2.09592 1.43254 5.70111 0.455
H 2.97622 3.54078 4.76263 0.398
H 2.82918 3.94978 2.31099 0.460

---

Record order is preserved below.
Electronic energy: -1821.95787; -4010.01750; -1526.18185; -3208.65546; -1387.52448 a.u.
Record order is preserved below.
LUMO: -1.1725; -0.5708; -0.0607; 4.4818; -2.5133 eV